90
Properties=species:S:1:pos:R:3:forces:R:3:lowdin_spin:R:1 method="wB97M-V/def2-TZVPD" multiplicity=2 fmax_ha_per_bohr=0.0178 charge=+1 de_lowest_kj_mol=0.0 e_tot_ha=-5261.190385
Tc 0.24032 -0.06246 -0.55799 0.82 0.18 0.37 0.9223
C 2.02891 -4.27926 2.75056 0.07 0.00 0.03 -0.0001
C 2.74170 -2.94456 2.96371 -0.07 0.00 0.00 0.0002
C 3.69968 -3.08245 4.14297 0.02 0.00 0.01 0.0000
C 3.53144 -2.50404 1.73874 0.03 -0.07 -0.07 0.0006
N 1.71038 -1.89803 3.29764 -0.08 0.05 -0.01 0.0023
C 1.62401 -1.26186 4.52031 -0.05 0.02 0.04 0.0005
C 0.50840 -0.50498 4.50520 0.04 -0.06 0.06 0.0020
N -0.10402 -0.67101 3.28496 0.20 0.06 -0.11 0.0006
B -1.52587 -0.09176 3.04595 -0.02 -0.16 -0.03 0.0003
N -1.55251 1.38032 2.57091 0.07 0.06 -0.05 0.0023
C -2.57913 2.19251 2.98606 -0.10 0.05 0.02 -0.0006
C -2.41080 3.40503 2.42051 -0.10 -0.03 -0.02 0.0003
N -1.27417 3.34151 1.64328 0.10 -0.04 0.05 0.0015
C -0.77270 2.09326 1.74390 0.08 0.03 0.07 0.0121
S 0.72697 1.53177 1.03628 -0.13 -0.03 -0.10 0.1107
C -0.74862 4.49052 0.82061 -0.02 -0.07 -0.06 0.0008
C 0.65726 4.85754 1.29197 -0.03 0.05 -0.06 0.0036
C -0.79552 4.08705 -0.65255 0.05 0.00 0.07 0.0020
C -1.66369 5.69357 1.02516 0.01 0.04 0.01 0.0001
N -2.36183 -1.07747 2.18235 -0.25 0.10 -0.10 -0.0004
C -2.88219 -2.20120 2.77910 0.01 -0.11 0.05 -0.0002
C -3.57762 -2.87922 1.84950 0.00 -0.03 0.03 -0.0002
N -3.50251 -2.16858 0.66422 0.01 0.15 0.02 -0.0011
C -2.73221 -1.07515 0.88715 0.18 0.02 -0.03 -0.0018
S -2.20074 0.15314 -0.21463 -0.47 -0.15 -0.02 -0.0296
C -4.20269 -2.70266 -0.56200 0.06 0.01 0.05 -0.0001
C -3.45147 -3.96484 -0.98594 -0.06 -0.02 -0.02 0.0000
C -5.64525 -3.02389 -0.16467 -0.01 -0.03 -0.01 0.0000
C -4.25332 -1.71866 -1.72271 0.02 0.05 0.04 -0.0013
C 0.65840 -1.49598 2.54659 -0.04 -0.04 -0.05 0.0155
S 0.32041 -2.00075 0.91318 -0.24 0.02 0.08 0.0342
H 2.77198 -5.03874 2.50521 0.00 0.00 0.01 0.0000
H 1.31521 -4.23420 1.93256 -0.03 0.01 -0.04 -0.0003
H 1.51120 -4.59075 3.65944 -0.01 0.02 -0.01 0.0000
H 4.42293 -3.85560 3.88889 0.00 0.01 0.00 0.0000
H 3.19228 -3.39795 5.05514 0.00 0.00 -0.01 0.0000
H 4.25375 -2.16206 4.33116 0.00 0.01 0.00 0.0000
H 4.41949 -3.12965 1.64253 -0.02 -0.01 -0.01 0.0000
H 3.85544 -1.47317 1.84949 0.05 0.08 0.01 -0.0004
H 2.95378 -2.58890 0.82253 -0.02 0.02 0.00 0.0006
H 2.34460 -1.40874 5.29987 -0.01 0.02 0.01 0.0000
H 0.07614 0.11411 5.27097 0.02 0.00 -0.01 0.0001
H -2.05234 -0.08047 4.12494 0.00 -0.01 0.04 -0.0001
H -3.34143 1.83479 3.65472 0.01 0.02 0.00 0.0001
H -3.00222 4.29499 2.50597 0.00 -0.03 0.04 0.0001
H 1.35835 4.03553 1.17403 0.01 -0.01 -0.01 0.0023
H 0.64693 5.16904 2.33752 -0.01 -0.01 0.00 0.0001
H 1.01703 5.69327 0.69023 0.00 0.00 0.01 0.0002
H -0.05279 3.33607 -0.90772 -0.05 0.00 0.03 0.0009
H -0.61405 4.96819 -1.26954 0.04 -0.01 0.01 0.0001
H -1.77970 3.69189 -0.90538 -0.03 0.02 0.01 0.0000
H -1.65681 6.04871 2.05650 -0.02 -0.02 0.01 0.0000
H -2.68868 5.48763 0.71539 0.01 0.01 -0.03 0.0000
H -1.28787 6.50013 0.39767 0.00 0.01 0.02 0.0000
H -2.71182 -2.41736 3.81919 -0.03 0.00 -0.01 0.0000
H -4.12063 -3.80056 1.93017 -0.01 0.00 0.03 0.0000
H -3.55083 -4.76190 -0.24821 0.03 0.01 0.01 0.0000
H -2.39174 -3.75049 -1.12509 0.01 0.02 -0.02 0.0000
H -3.85830 -4.32879 -1.93015 -0.01 -0.01 0.02 0.0000
H -5.71331 -3.78981 0.60457 -0.01 -0.02 0.02 0.0000
H -6.17192 -3.39955 -1.04157 0.01 0.01 0.01 0.0000
H -6.16015 -2.12856 0.18542 0.01 0.00 0.00 0.0000
H -3.27724 -1.53877 -2.15949 0.07 0.03 -0.02 -0.0004
H -4.68404 -0.76179 -1.43230 0.00 0.01 0.01 -0.0004
H -4.89493 -2.16350 -2.48509 0.03 0.02 0.01 -0.0001
F 5.55975 4.72962 -0.03791 0.05 0.08 0.02 -0.0037
C 4.85929 3.62899 -0.25132 -0.01 -0.09 0.00 -0.0107
C 3.69167 3.68083 -0.99122 -0.03 -0.09 -0.01 0.0022
F 3.27763 4.83819 -1.49788 -0.03 0.07 -0.02 0.0015
C 2.96677 2.52444 -1.21625 0.00 -0.01 -0.08 -0.0088
F 1.88873 2.61743 -1.98904 -0.05 -0.01 0.01 -0.0039
C 3.35161 1.29525 -0.69120 0.12 -0.06 0.20 -0.0113
S 2.46836 -0.22023 -0.92470 0.18 0.01 -0.29 -0.1438
C 4.55100 1.27405 0.02007 -0.04 0.10 -0.02 -0.0111
F 5.01735 0.12764 0.51108 -0.01 -0.11 0.08 -0.0025
C 5.29955 2.41396 0.24764 -0.11 0.02 -0.05 0.0018
F 6.42808 2.35146 0.94353 0.05 -0.01 0.04 0.0013
Cl -2.77834 -1.02224 -6.94402 0.00 -0.01 0.00 0.0014
C -2.03887 -0.42649 -5.49982 -0.04 0.01 -0.07 0.0046
C -1.48083 -1.32095 -4.60444 -0.01 0.07 0.00 -0.0002
C -0.90773 -0.79679 -3.46452 0.04 -0.05 0.12 0.0074
Cl -0.18525 -1.87808 -2.28463 -0.07 -0.06 -0.22 0.0016
C -0.85812 0.56145 -3.16034 -0.02 0.07 -0.20 0.0045
O -0.29597 1.02710 -2.04961 -0.32 0.00 -0.04 0.0861
C -1.43255 1.42692 -4.10645 0.07 -0.11 0.06 0.0041
Cl -1.39275 3.12284 -3.81708 0.00 0.00 -0.02 0.0017
C -2.01572 0.94121 -5.26168 0.03 -0.06 0.06 -0.0013
H -1.49284 -2.38474 -4.79221 0.00 0.00 0.00 0.0001
H -2.45068 1.62703 -5.97415 0.00 0.00 0.00 -0.0002